DFT (wB97M-V/def2-TZVPD) results for a structure of composition C29H20FN4O4Ti in a non-equilibrium geometry.

Computed properties:
Multiplicity   1
HOMO-LUMO gap   0.25035 Ha
Relative energy (zero: lowest compared OMol25 entry of this formula, charge and spin)   0.0 kcal per mole
Charge   +1
E_tot   -70379.933 eV
Molecular weight   555.4 g mol⁻¹
LUMO   -4.1 eV

CARTESIAN COORDINATES (ANGSTROEM)
Ti  -0.5132  -0.2788  -0.3459
C  0.8817  -4.5981  -1.1925
C  2.0762  -4.6050  -0.5277
C  2.3497  -3.6210  0.4073
C  1.3798  -2.6723  0.6646
N  0.1970  -2.6468  0.0383
C  -0.0344  -3.6038  -0.8894
C  1.5598  -1.5588  1.6283
C  2.4832  -1.5865  2.6335
C  2.4816  -0.5867  3.5972
C  1.5531  0.4115  3.4962
C  0.6544  0.3935  2.4311
N  0.6787  -0.5620  1.4869
C  -0.5010  1.3001  2.3175
C  -0.8231  2.2943  3.2065
C  -2.0735  2.8705  3.0902
C  -2.9319  2.4979  2.0531
C  -2.4676  1.5757  1.1518
N  -1.3168  0.9728  1.3143
H  0.6841  -5.3806  -1.9076
H  2.8291  -5.3679  -0.7146
H  3.3057  -3.6395  0.8883
H  -1.0079  -3.6098  -1.3595
H  3.1588  -2.4201  2.7123
H  3.1142  -0.6209  4.4605
H  1.4607  1.1098  4.3294
H  -0.1409  2.5984  3.9716
H  -2.3480  3.6367  3.7822
H  -3.8990  2.9847  2.0164
H  -3.0396  1.2724  0.2907
O  -4.2306  -1.2310  -1.3547
C  -3.0348  -1.1784  -1.3338
O  -2.2717  -0.9143  -0.2867
C  -2.1847  -1.3979  -2.5109
C  -2.5242  -2.0230  -3.7006
C  -1.5126  -2.2193  -4.6398
C  -0.2227  -1.8257  -4.3253
C  0.0217  -1.1538  -3.1552
N  -0.9437  -0.9876  -2.2896
C  1.3618  -0.7345  -2.5669
O  2.3941  -0.8316  -3.1631
O  1.2138  -0.3417  -1.2962
H  -3.5633  -2.3428  -3.8663
H  -1.7704  -2.7547  -5.5734
H  0.6251  -1.9978  -4.9676
F  1.7535  5.1332  2.2462
C  1.2601  4.3200  1.2865
C  -0.0075  4.5721  0.8129
C  -0.5360  3.7087  -0.1094
C  0.1705  2.6256  -0.6024
C  -0.6148  1.6303  -1.3948
C  1.5065  2.4402  -0.2072
C  2.0715  3.3364  0.7394
H  -0.4774  5.4866  1.2027
H  -1.4863  3.9637  -0.5428
H  -1.6646  1.9552  -1.5311
H  -0.2702  1.3816  -2.4109
H  2.1171  1.6273  -0.6061
H  3.0690  3.1932  1.1158

=====

DFT (wB97M-V/def2-TZVPD) results for a structure of composition C31H47Cl2N5O2P2PtS.

Computed properties:
Multiplicity   1
HOMO-LUMO gap   0.21439 Ha
Relative energy (zero: lowest compared OMol25 entry of this formula, charge and spin)   12.0 kcal per mole
Charge   +2
E_tot   -102147.465 eV
Molecular weight   881.7 g mol⁻¹
LUMO   -7.3 eV

CARTESIAN COORDINATES (ANGSTROEM)
Pt  0.0314  -0.4217  -0.8422
C  2.1907  -3.8021  -0.7198
C  0.6754  -3.8185  -0.5495
C  -0.0500  -4.2491  -1.8217
P  -0.0859  -2.3843  0.2987
C  -1.7833  -2.9504  0.7053
C  -1.8804  -4.4024  1.2031
C  -2.4828  -2.0417  1.7023
C  0.9395  -1.9869  1.6987
C  1.1077  -2.8399  2.7962
C  1.9546  -2.5083  3.8372
C  2.1598  -3.4191  5.0138
C  2.6329  -1.2845  3.7514
C  2.4859  -0.4273  2.6804
C  1.6335  -0.7739  1.6246
N  1.3750  0.0794  0.5571
C  1.9051  1.3644  0.3423
C  3.2372  1.7337  0.2551
C  3.5271  3.0556  -0.0498
C  2.5330  4.0146  -0.2663
C  2.8986  5.4430  -0.5588
C  1.1967  3.6304  -0.1592
C  0.8909  2.3109  0.1575
P  -0.6243  1.4220  0.6258
C  -0.4632  1.5605  2.4682
C  -1.1808  0.5784  3.3798
C  -0.7501  3.0182  2.8605
C  -2.2027  2.1513  0.0121
C  -3.3726  1.8427  0.9527
C  -2.1439  3.6461  -0.3188
H  2.5320  -4.8356  -0.7858
H  2.4785  -3.3043  -1.6391
H  2.7072  -3.3372  0.1217
H  0.4735  -4.5391  0.2567
H  0.1350  -3.5375  -2.6265
H  0.3408  -5.2188  -2.1319
H  -1.1269  -4.3551  -1.6933
H  -2.2868  -2.8810  -0.2645
H  -1.5128  -4.4897  2.2259
H  -2.9359  -4.6751  1.2153
H  -1.3724  -5.1317  0.5788
H  -2.0263  -2.1391  2.6861
H  -2.4572  -0.9971  1.4013
H  -3.5259  -2.3469  1.7952
H  0.5822  -3.7874  2.8276
H  1.5747  -4.3318  4.9169
H  3.2091  -3.6996  5.1095
H  1.8678  -2.9271  5.9424
H  3.2989  -0.9983  4.5569
H  3.0278  0.5090  2.6628
H  4.0280  1.0072  0.3871
H  4.5643  3.3554  -0.1371
H  3.8619  5.5080  -1.0616
H  2.1512  5.9272  -1.1860
H  2.9731  6.0154  0.3676
H  0.4247  4.3777  -0.2833
H  0.6089  1.3997  2.5927
H  -2.2654  0.6372  3.3029
H  -0.8576  -0.4412  3.1963
H  -0.9090  0.8265  4.4070
H  -1.8127  3.2501  2.8471
H  -0.4025  3.1535  3.8855
H  -0.2168  3.7393  2.2418
H  -2.3904  1.6095  -0.9164
H  -3.3496  2.4716  1.8406
H  -4.3028  2.0512  0.4243
H  -3.4053  0.8029  1.2695
H  -1.8406  4.2547  0.5318
H  -1.4816  3.8616  -1.1578
H  -3.1457  3.9650  -0.6106
C  -0.4888  2.5031  -5.3789
C  0.4072  1.3918  -4.9883
N  1.1660  0.7117  -5.7820
N  1.7942  -0.1973  -4.9831
C  1.4611  -0.0970  -3.7034
S  2.0689  -0.9351  -2.3688
N  0.5646  0.9179  -3.6920
N  -0.0511  1.3524  -2.5162
H  -0.3622  2.6833  -6.4431
H  -0.2431  3.4186  -4.8383
H  -1.5320  2.2476  -5.1919
H  2.4341  -0.8657  -5.3848
H  -1.0561  1.4176  -2.6969
H  0.3216  2.2659  -2.2580
Cl  -3.3642  1.0219  -3.3336
C  -3.4293  -0.6925  -2.8227
Cl  -3.8857  -0.8085  -1.1226
C  -2.0813  -1.3291  -3.1815
O  -2.0502  -1.9255  -4.2288
O  -1.0372  -1.1978  -2.4158
H  -4.2067  -1.1735  -3.4035

=====

- HOMO-LUMO gap of number 1 (C29H20FN4O4Ti)?
  0.25035 Ha